10
Properties=species:S:1:pos:R:3:lowdin_charge:R:1 method="wB97M-V/def2-TZVPD" homo_lumo_gap_ev=9.188 smiles=CS.SS total_charge=0 e_homo_ev=-8.96
S 0.20676 2.24250 -1.13709 0.2106
S 1.45796 1.93467 -2.74520 0.2092
H -0.86319 1.57231 -1.57093 -0.2089
H 0.76440 2.51080 -3.75372 -0.1972
C -0.64906 -1.06122 1.62034 -0.4979
S 0.62604 -2.24343 2.15961 0.6066
H -1.44691 -1.52192 1.02212 0.0253
H -0.25154 -0.36682 0.88459 -0.0016
H -1.11450 -0.71397 2.53474 0.0184
H 1.27006 -2.35290 0.98554 -0.1645